This record from the Open Molecules 2025 dataset describes a structure of composition C32H25BF4FeN4O2PS in a non-equilibrium geometry. The level of theory is ωB97M-V/def2-TZVPD.

XYZ file:
```
71
Properties=species:S:1:pos:R:3:forces:R:3
Fe -0.3613 -0.4739 0.7145 -3.0734 -1.6759 0.2063
O 0.2712 -1.7457 4.4927 -0.0655 0.1021 -0.3448
C 0.6821 -1.2065 3.4904 0.7172 0.0167 1.2257
O -0.0287 -0.9702 2.4419 -0.5784 -0.1379 -0.2335
C 2.0959 -0.6546 3.4509 -0.0581 -0.1580 -0.0676
C 2.7919 -0.6922 4.6545 0.0229 -0.0554 0.0391
C 4.0650 -0.1670 4.7607 -0.0359 -0.0550 -0.1257
C 4.6728 0.3730 3.6361 0.0254 0.0626 -0.0683
C 4.0040 0.3852 2.4242 -0.1224 -0.0539 -0.0724
C 2.7030 -0.1134 2.3160 -0.1174 -0.1087 0.0490
P 1.8787 -0.0325 0.6798 2.9198 0.8708 0.0182
C 2.3063 1.6607 0.1228 -0.2869 -0.1274 -0.0410
C 1.4909 2.6810 0.6115 0.0367 -0.2287 -0.0129
C 1.7034 3.9901 0.2251 -0.0446 0.0547 0.0957
C 2.7260 4.2934 -0.6596 0.0303 -0.0237 0.0349
C 3.5429 3.2853 -1.1415 0.0846 0.0518 -0.0316
C 3.3399 1.9704 -0.7558 -0.1214 -0.1991 0.1341
C 2.8250 -1.1436 -0.3975 -0.2823 -0.0862 -0.0243
C 3.6727 -2.1289 0.0985 -0.1075 0.2012 0.0723
C 4.2565 -3.0324 -0.7723 0.0504 -0.0834 -0.0468
C 3.9881 -2.9694 -2.1294 0.0257 0.0339 0.0173
C 3.1563 -1.9777 -2.6289 0.0072 -0.0163 -0.0727
C 2.5668 -1.0731 -1.7684 -0.0188 0.0564 0.1452
H 2.2968 -1.1569 5.4928 -0.0366 0.0407 0.1051
H 4.5891 -0.1897 5.7057 -0.0008 0.0041 0.0349
H 5.6673 0.7907 3.7066 0.0578 -0.0141 -0.0469
H 4.4896 0.7784 1.5429 0.0785 0.1212 -0.0278
H 0.6834 2.4273 1.2915 -0.0477 0.1379 0.0115
H 1.0735 4.7753 0.6117 -0.1088 0.0853 0.0397
H 2.8885 5.3156 -0.9677 0.0091 0.0691 -0.0276
H 4.3471 3.5252 -1.8201 0.0796 0.0005 -0.0876
H 3.9778 1.1875 -1.1413 0.0349 -0.0423 -0.0436
H 3.8705 -2.1869 1.1589 0.0152 -0.0537 0.0716
H 4.9173 -3.7944 -0.3879 0.0176 -0.0824 0.0467
H 4.4198 -3.6982 -2.7995 0.0660 -0.0176 -0.0424
H 2.9616 -1.9161 -3.6894 -0.0469 -0.0211 -0.0635
H 1.8992 -0.3086 -2.1467 0.0224 -0.0293 -0.0925
S -0.6393 0.3087 -1.3136 -0.8021 0.8252 -1.4791
C -2.4412 0.6762 -1.2387 3.6745 -1.3621 -1.4949
N -3.1947 0.5785 -2.2913 -0.6975 -0.2882 -0.6536
N -2.7061 0.1340 -3.4361 1.1576 0.7425 2.0483
C -3.5151 -0.3828 -4.4106 -1.3049 -0.4708 -1.2114
C -4.9108 -0.3524 -4.2846 0.5202 0.0758 0.1589
C -5.6937 -0.9095 -5.2724 0.0803 -0.0811 -0.2039
C -5.1104 -1.4914 -6.3906 0.0501 -0.0199 -0.0327
C -3.7273 -1.5297 -6.5123 -0.2639 -0.0300 -0.0374
C -2.9287 -0.9809 -5.5329 0.0153 0.3113 0.5743
N -2.9226 1.0088 -0.0794 -1.7389 1.0404 4.1508
N -2.2887 0.7813 1.0329 1.3108 -1.0881 -4.1133
C -2.7393 1.3289 2.1915 -1.4631 1.1047 1.8555
C -2.3290 0.7661 3.4118 0.1234 -0.1729 -0.7112
C -2.7688 1.2687 4.6135 -0.2494 0.3319 0.2426
C -3.6367 2.3537 4.6369 0.0781 -0.2074 -0.1441
C -4.0629 2.9123 3.4378 -0.1539 0.1694 0.1564
C -3.6283 2.4245 2.2258 0.3258 -0.4808 -0.2528
H -1.7003 -0.0525 -3.4891 -0.2686 -0.0533 0.1491
H -5.3407 0.0870 -3.3983 -0.0789 0.0165 0.0158
H -6.7675 -0.9053 -5.1651 -0.0954 0.0314 -0.0019
H -5.7291 -1.9240 -7.1605 -0.0744 -0.0648 -0.0716
H -3.2695 -2.0041 -7.3665 0.0279 -0.0221 -0.0947
H -1.8512 -1.0266 -5.6070 0.1091 0.0018 -0.0441
H -1.6966 -0.1029 3.3855 0.0514 -0.1068 0.0908
H -2.4532 0.8047 5.5368 0.0447 -0.0485 0.0083
H -4.0001 2.7418 5.5761 -0.0089 0.0602 0.0767
H -4.7645 3.7341 3.4562 0.0036 0.0901 -0.0246
H -3.9717 2.8557 1.2978 0.0128 0.0375 -0.0605
F -1.0330 -2.3420 0.1074 0.2208 1.0000 0.1639
B -1.1451 -3.8947 0.3636 0.2439 0.4398 -0.0293
F -0.7636 -4.0262 1.6506 0.2474 -0.1328 0.9718
F -2.4309 -4.2129 0.1190 -0.8172 -0.0184 -0.1568
F -0.2703 -4.4340 -0.5180 0.5718 -0.2694 -0.6188
```
Forces are in eV/Å.

- orbital gap (alpha / beta) (eV) = 6.2 / 5.9
- charge = 0
- E_tot (eV) = -109707.6073
- LUMO (alpha / beta) (eV) = -1.79 / -2.06
- HOMO energy (alpha / beta) (eV) = -8.0 / -8.0
- spin multiplicity = 6
- ⟨S²⟩ = 8.94